#1
DFT (ωB97M-V with the def2-TZVPD basis set) results for C6H8O2 in the gas phase.

Each atom is followed by the atoms it is bonded to, with distances in Å.
Positions of all 16 atoms, in Å:
1 C 2.59722 -0.04041 0.06149  C2 1.499, C8 1.572, H9 1.139, H10 1.092
2 C 1.28678 0.67496 0.19362  C1 1.499, O3 1.429, C8 1.478, H11 1.088
3 O 0.09536 1.23463 -0.36161  C2 1.429, C4 1.508
4 C -0.74519 0.02816 -0.02896  O3 1.508, C5 1.479, C6 1.503, O7 1.423
5 C -2.03411 -0.13320 -0.73709  C4 1.479, C6 1.512, H12 1.032, H13 1.106
6 C -2.02488 0.12452 0.75255  C4 1.503, C5 1.512, H14 1.109, H15 1.083
7 O 0.02629 -1.14440 0.20492  C4 1.423, C8 1.379
8 C 1.22667 -0.71064 -0.31645  C1 1.572, C2 1.478, O7 1.379, H16 1.113
9 H 3.11890 -0.07158 1.07404  C1 1.139
10 H 3.23160 -0.03223 -0.82727  C1 1.092
11 H 1.03237 0.78011 1.24650  C2 1.088
12 H -2.28038 0.66602 -1.34122  C5 1.032
13 H -2.30198 -1.16628 -1.02639  C5 1.106
14 H -2.12383 -0.74941 1.42728  C6 1.109
15 H -2.32477 1.10570 1.09832  C6 1.083
16 H 1.21994 -0.56596 -1.41972  C8 1.113

Properties
SMILES   C1[C@H]2OC3(CC3)O[C@H]12
Molar mass   112.13 g mol⁻¹
Orbital gap   10.10 eV

***

#2
DFT (ωB97M-V with the def2-TZVPD basis set) results for C6H8O2 in the gas phase.

Each atom is followed by the atoms it is bonded to, with distances in Å.
Positions of all 16 atoms, in Å:
1 C -0.24606 1.89276 1.49167  C2 1.330, H9 1.085, H10 1.082
2 C -0.67170 0.66486 1.20746  C1 1.330, O3 1.606, H11 1.082
3 O -1.87636 0.36175 0.19005  C2 1.606, C4 1.329
4 C -1.35471 -0.67852 -0.45144  O3 1.329, O5 1.213, C6 1.531
5 O -1.88267 -1.74535 -0.68711  C4 1.213
6 C 0.14457 -0.42866 -0.63775  C4 1.531, C7 1.358, C8 1.499
7 C 0.44579 0.50771 -1.57381  C6 1.358, H12 1.085, H13 1.085
8 C 1.09578 -1.52387 -0.25850  C6 1.499, H14 1.093, H15 1.093, H16 1.093
9 H 0.10587 2.11049 2.49412  C1 1.085
10 H -0.19588 2.67642 0.74691  C1 1.082
11 H -0.72021 -0.14639 1.92140  C2 1.082
12 H 1.42456 0.55278 -2.04015  C7 1.085
13 H -0.30397 1.20363 -1.93566  C7 1.085
14 H 2.09680 -1.36396 -0.66743  C8 1.093
15 H 1.19467 -1.59329 0.82765  C8 1.093
16 H 0.74353 -2.49037 -0.62740  C8 1.093

Properties
SMILES   C=COC(=O)C(=C)C
Molar mass   112.13 g mol⁻¹
Orbital gap   9.25 eV

***

#3
DFT (ωB97M-V with the def2-TZVPD basis set) results for C6H8O2 in the gas phase.

Each atom is followed by the atoms it is bonded to, with distances in Å.
Positions of all 16 atoms, in Å:
1 C 0.65000 -1.70617 -0.48558  C2 1.323, O8 1.380, H9 1.124
2 C 1.54445 -0.75467 -0.69593  C1 1.323, C3 1.576, H10 1.120
3 C 1.01876 0.48719 0.11906  C2 1.576, O4 1.411, C7 1.511, H11 1.089
4 O 0.40475 1.42003 -0.74281  C3 1.411, C5 1.431
5 C -0.97737 1.05945 -0.64996  O4 1.431, C6 1.465, H12 1.103, H13 1.149
6 C -1.25525 0.46491 0.65941  C5 1.465, C7 1.447, H14 1.058, H15 1.143
7 C -0.01111 -0.19855 0.98602  C3 1.511, C6 1.447, O8 1.470, H16 1.131
8 O -0.21943 -1.59659 0.58110  C1 1.380, C7 1.470
9 H 0.66359 -2.66290 -1.07499  C1 1.124
10 H 2.47975 -0.66334 -1.30458  C2 1.120
11 H 1.84768 0.93357 0.66588  C3 1.089
12 H -1.55358 1.94232 -0.97388  C5 1.103
13 H -1.19012 0.40782 -1.57267  C5 1.149
14 H -2.09941 -0.13057 0.88577  C6 1.058
15 H -1.45906 1.21288 1.49898  C6 1.143
16 H 0.15634 -0.21537 2.10419  C7 1.131

Properties
SMILES   C1=C[C@H]2OCC[C@H]2O1
Molar mass   112.13 g mol⁻¹
Orbital gap   9.82 eV

***

Most stable: #3. Least stable: #1.

***

#1
DFT (ωB97M-V with the def2-TZVPD basis set) results for C6H8O2 in the gas phase.

Each atom is followed by the atoms it is bonded to, with distances in Å.
Positions of all 16 atoms, in Å:
1 C -2.11336 -1.47596 1.75840  C2 1.203, H9 1.060
2 C -1.31948 -0.82932 1.12730  C1 1.203, C3 1.458
3 C -0.39187 0.05780 0.43557  C2 1.458, C4 1.488, O6 1.453, C7 1.449
4 C 0.99798 -0.04037 0.95803  C3 1.488, O5 1.444, H10 1.115, H11 1.084
5 O 1.62827 -1.15740 0.29436  C4 1.444, H12 0.972
6 O -0.88271 1.40393 0.19634  C3 1.453, C7 1.411
7 C -0.70291 0.53073 -0.89786  C3 1.449, O6 1.411, C8 1.541, H13 1.085
8 C 0.37027 0.91197 -1.93617  C7 1.541, H14 1.091, H15 1.098, H16 1.096
9 H -2.70028 -2.06742 2.41339  C1 1.060
10 H 0.94790 -0.29035 2.04364  C4 1.115
11 H 1.48851 0.91166 0.79232  C4 1.084
12 H 2.51407 -1.21382 0.69094  O5 0.972
13 H -1.65745 0.20401 -1.29658  C7 1.085
14 H 0.49676 0.13868 -2.69545  C8 1.091
15 H 0.00809 1.80339 -2.46502  C8 1.098
16 H 1.31620 1.11246 -1.41921  C8 1.096

Properties
SMILES   C#C[C@]1(CO)O[C@H]1C
Molar mass   112.13 g mol⁻¹
Orbital gap   10.76 eV

***

#2
DFT (ωB97M-V with the def2-TZVPD basis set) results for C6H8O2 in the gas phase.

Each atom is followed by the atoms it is bonded to, with distances in Å.
Positions of all 16 atoms, in Å:
1 C 1.03204 1.44516 2.02637  C2 1.518, H9 1.082, H10 1.088, H11 1.108
2 C -0.15337 1.14185 1.12870  C1 1.518, C3 1.514, C8 1.551, H12 1.118
3 C 0.15844 0.72940 -0.29383  C2 1.514, O4 1.379, C8 1.528, H13 1.062
4 O -0.44883 0.66993 -1.53012  C3 1.379, C5 1.383
5 C -0.35698 -0.68801 -1.77743  O4 1.383, C6 1.347, H14 1.091
6 C -0.06567 -1.68197 -0.91693  C5 1.347, O7 1.379, H15 1.125
7 O 0.16451 -1.50962 0.43130  C6 1.379, C8 1.414
8 C -0.51146 -0.28397 0.63369  C2 1.551, C3 1.528, O7 1.414, H16 1.095
9 H 1.84365 0.75960 1.82181  C1 1.082
10 H 0.77745 1.45545 3.08412  C1 1.088
11 H 1.35322 2.48640 1.82553  C1 1.108
12 H -1.10838 1.68781 1.32540  C2 1.118
13 H 1.18424 0.54669 -0.50137  C3 1.062
14 H -0.57413 -0.96176 -2.81057  C5 1.091
15 H -0.24971 -2.75975 -1.18168  C6 1.125
16 H -1.56985 -0.47167 0.42395  C8 1.095

Properties
SMILES   CC1[C@@H]2OC=CO[C@@H]12
Molar mass   112.13 g mol⁻¹
Orbital gap   9.69 eV

***

Most stable: #1. Least stable: #2.